DFT (ωB97M-V with the def2-TZVPD basis set) results for C26H38BrNOP2Pd as an isolated structure at a distorted geometry.

* charge: +2
* expectation value of S²: 2.01
* 2S+1: 3
* Kohn-Sham gap (alpha / beta): 7.0465 / 4.4746 eV
* largest force on an atom: 0.0882 Eh/bohr
* highest occupied orbital energy (alpha / beta): -13.46 / -13.65 eV

Cartesian coordinates (Å):
C -5.70301 -3.43061 1.24306
C -5.09569 -2.67708 0.20419
C -5.85406 -2.51241 -0.96694
C -7.15053 -3.06793 -1.05109
N -7.69473 -3.75856 -0.05734
C -7.00030 -3.94333 1.06682
C -3.73318 -2.13434 0.27125
C -2.52276 -1.92407 0.37442
C -1.12064 -2.27768 0.52062
C -0.49303 -1.91729 1.75980
C 0.58033 -2.75911 2.18918
C 1.22024 -3.60830 1.29258
C 0.63705 -3.85851 0.01584
C -0.50190 -3.17289 -0.38412
Pd -0.19632 -0.17466 0.41222
P 0.94064 2.04064 1.41046
H -5.47886 -1.97337 -1.82851
H -5.20808 -3.64126 2.18856
H -7.76264 -2.93911 -1.95359
H -7.51063 -4.52004 1.85104
H -0.91601 -3.30301 -1.38713
H -1.04266 -1.28219 2.45998
H 1.09225 -4.60985 -0.62256
H 0.94080 -2.69316 3.22009
C 2.65906 2.78461 1.37618
C 2.83807 4.30664 1.34785
H 3.18693 2.36434 0.50961
H 3.15240 2.37044 2.26441
H 3.89272 4.55158 1.54483
H 2.58581 4.74896 0.38215
H 2.24163 4.81964 2.11799
C -0.11605 3.35699 0.70833
C -1.54754 3.31178 1.23448
H -0.12485 3.19180 -0.38078
H 0.36936 4.32764 0.89330
H -2.25297 3.56166 0.41983
H -1.84191 2.33431 1.61049
H -1.69241 4.04644 2.03893
C 0.64067 2.01999 3.20917
C 0.68338 3.34912 3.96618
H 1.42015 1.34961 3.59873
H -0.32264 1.51132 3.36639
H 0.29773 3.19591 4.97928
H 1.70567 3.74201 4.06741
H 0.07556 4.12290 3.48268
Br 3.02755 -4.06784 1.56811
P 2.00366 0.02546 -2.70210
C 1.88397 1.60595 -1.80028
C 2.46346 2.76962 -2.61909
H 2.44364 1.47780 -0.86435
H 0.82492 1.77976 -1.55423
H 2.17602 3.73856 -2.19306
H 3.56075 2.73781 -2.65265
H 2.09904 2.73418 -3.65598
C 3.35447 -0.96562 -1.95036
C 4.22375 -1.66491 -3.01246
H 2.89897 -1.70035 -1.26777
H 3.97747 -0.26787 -1.36535
H 5.06966 -2.16274 -2.52475
H 3.65839 -2.43145 -3.55647
H 4.63007 -0.95089 -3.73663
C 0.46703 -0.95459 -2.61319
C -0.34594 -0.79157 -3.90506
H -0.11623 -0.63749 -1.71522
H 0.77261 -2.00165 -2.47140
H -1.20054 -1.47360 -3.90282
H -0.73377 0.22857 -4.00794
H 0.26767 -1.01408 -4.78821
O 2.68658 -0.76499 1.35759
C 1.62976 -0.47763 0.96737


DFT (ωB97M-V with the def2-TZVPD basis set) results for C26H38ClHoN9O6S as an isolated structure at a distorted geometry.

* charge: +1
* expectation value of S²: 6.00
* 2S+1: 5
* Kohn-Sham gap (alpha / beta): 7.8628 / 7.8750 eV
* ΔE to the lowest compared entry with this formula, charge and spin: 0.088 eV
* largest force on an atom: 0.0218 Eh/bohr
* highest occupied orbital energy (alpha / beta): -10.81 / -10.81 eV

Cartesian coordinates (Å):
Ho 0.28790 0.07284 0.48993
N 2.24473 1.35929 1.72846
C 2.73814 2.67347 1.27647
C 1.62797 3.45694 0.60153
N 0.99825 2.69318 -0.47456
C 1.69914 2.77928 -1.75963
C 2.52817 1.53896 -1.99493
N 1.64537 0.37137 -1.87203
H 3.02437 0.73094 1.88953
H 1.76761 1.46159 2.62006
H 3.13530 3.26305 2.10464
H 3.56161 2.51187 0.58223
H 0.85615 3.69251 1.32966
H 2.03292 4.40812 0.24072
H 0.05341 3.03475 -0.58363
H 0.95388 2.85531 -2.55571
H 2.32798 3.67240 -1.81810
H 3.01143 1.59483 -2.97318
H 3.31415 1.44691 -1.24518
H 0.97739 0.39399 -2.63679
H 2.20021 -0.46568 -2.02327
C -1.37314 7.32250 4.65046
C -1.42969 5.93809 4.06686
C -0.29790 5.13061 4.02626
C -0.34175 3.86654 3.46156
C -1.53006 3.39839 2.92103
C -2.69066 4.16491 3.00446
C -2.62760 5.42875 3.56184
S -1.64492 1.77754 2.24221
O -0.42083 1.06248 2.68646
O -2.92109 1.28425 2.67025
N -1.42993 1.67963 0.67615
C -2.39972 1.94444 -0.29923
C -3.36390 2.91623 -0.24999
C -4.25861 3.11562 -1.32394
C -4.18637 2.35070 -2.44863
C -3.21344 1.32602 -2.53094
C -3.09947 0.47331 -3.65030
C -2.17174 -0.52728 -3.65176
C -1.34658 -0.68289 -2.52790
N -1.40006 0.10120 -1.47142
C -2.32599 1.11400 -1.45617
H -0.49096 7.45814 5.27433
H -2.25795 7.53163 5.25147
H -1.33656 8.06644 3.85181
H 0.62803 5.48654 4.46258
H 0.53064 3.22786 3.49197
H -3.63511 3.75149 2.67609
H -3.53103 6.02325 3.63249
H -3.43675 3.55423 0.62009
H -5.00756 3.89310 -1.24475
H -4.86704 2.50395 -3.27678
H -3.76240 0.61980 -4.49502
H -2.06734 -1.20480 -4.48794
H -0.62465 -1.49028 -2.49156
O 2.07989 -3.54957 0.44212
Cl 1.99932 -2.29406 -0.20502
O 2.91391 -2.19689 -1.29177
O 0.62171 -2.01053 -0.66780
O 2.24968 -1.19979 0.76603
C 0.15894 -2.19847 3.05489
N -0.29342 -3.20430 3.99818
C -0.49623 -4.46586 3.27225
N -1.50275 -4.32580 2.21347
C -1.04721 -3.31715 1.27680
N -0.81170 -1.98070 1.92953
C -2.12088 -1.61904 2.57784
N -2.59467 -2.61828 3.51644
C -1.58156 -2.78394 4.55993
C -2.76031 -3.89191 2.82003
H 1.11071 -2.51739 2.63675
H 0.28587 -1.24846 3.57690
H -0.82510 -5.22934 3.97660
H 0.44934 -4.77864 2.82847
H -1.79643 -3.17640 0.49604
H -0.13326 -3.66630 0.82667
H -2.86121 -1.48048 1.78823
H -1.99781 -0.68740 3.11341
H -1.92018 -3.53555 5.27243
H -1.45018 -1.83667 5.08508
H -3.51502 -3.77984 2.04031
H -3.09786 -4.64857 3.52813


DFT (ωB97M-V with the def2-TZVPD basis set) results for C26H38FIrN5O9P2SSi as an isolated structure at a distorted geometry.

* charge: +2
* expectation value of S²: 0.76
* 2S+1: 2
* Kohn-Sham gap (alpha / beta): 7.4016 / 6.5745 eV
* ΔE to the lowest compared entry with this formula, charge and spin: 1.711 eV
* largest force on an atom: 0.0240 Eh/bohr
* highest occupied orbital energy (alpha / beta): -12.38 / -12.36 eV

Cartesian coordinates (Å):
Ir 0.52488 -0.62873 0.75067
C 4.49652 -0.36534 -5.03636
Si 4.28671 -0.17995 -3.19581
C 4.75933 1.52855 -2.62463
C 5.22417 -1.50190 -2.27429
C 2.42934 -0.41886 -2.82251
C 1.48738 -0.72802 -3.79621
C 0.13613 -0.93449 -3.49107
C -0.28082 -0.81572 -2.18914
N 0.60762 -0.46258 -1.25010
C 1.90808 -0.29263 -1.53490
S 2.65758 0.02367 0.00041
H 5.54723 -0.22539 -5.29880
H 3.92305 0.37941 -5.59212
H 4.20591 -1.35803 -5.38633
H 5.80660 1.72507 -2.86412
H 4.64229 1.65073 -1.54584
H 4.15503 2.29263 -3.11694
H 6.29721 -1.38291 -2.43955
H 4.94395 -2.49778 -2.62328
H 5.04584 -1.45512 -1.19861
H 1.80892 -0.82871 -4.82583
H -0.58052 -1.18868 -4.25809
H -1.29849 -0.97144 -1.86443
C -4.34489 3.60653 5.03351
C -3.74453 2.24837 5.35857
N -3.17280 1.59105 4.16996
C -1.85646 1.66423 3.96424
C -1.20511 1.15627 2.86812
C 0.26947 1.44432 2.79297
O 0.78269 2.08967 3.67539
O 0.94313 1.08426 1.72264
C -1.95070 0.51459 1.87058
O -1.47066 0.02871 0.79820
C -3.38639 0.42520 2.07954
C -4.18185 -0.23462 1.13494
C -5.52693 -0.31258 1.32726
F -6.29823 -0.90402 0.39548
C -6.14955 0.21993 2.46861
C -5.36596 0.85633 3.40442
C -3.97887 0.97272 3.22422
N -7.56082 0.15578 2.67349
C -8.27975 1.33850 2.19025
C -9.77249 1.16308 2.49975
N -9.89266 0.19856 3.64277
C -9.49017 -1.18962 3.21230
C -8.25963 -1.07075 2.30167
H -4.76129 4.05076 5.93676
H -5.13741 3.53370 4.28846
H -3.57942 4.27944 4.64805
H -4.46813 1.57231 5.81229
H -2.93107 2.35604 6.07234
H -1.26407 2.17873 4.71085
H -3.71931 -0.66614 0.25916
H -5.84875 1.24781 4.28778
H -8.16281 1.48877 1.11043
H -7.88226 2.21846 2.69538
H -10.31991 0.72302 1.66872
H -10.24944 2.10013 2.77540
H -10.83751 0.19453 4.02658
H -9.25282 0.49554 4.38138
H -10.34099 -1.62784 2.69461
H -9.28757 -1.75789 4.11719
H -8.55776 -1.08540 1.24962
H -7.61168 -1.92768 2.46809
N 1.06724 -4.91195 1.57883
C 0.21028 -3.97659 2.41509
C -0.35646 -4.70930 3.62013
P 1.32140 -2.53844 2.74731
O 2.06415 -2.93002 4.08943
O 0.46719 -1.28423 2.82337
O 2.27079 -2.59452 1.58980
P -1.14096 -3.33321 1.31695
O -1.40200 -4.69047 0.48043
O -2.31564 -2.87964 2.07222
O -0.48735 -2.37992 0.30284
H 1.53333 -5.60358 2.16676
H 1.78885 -4.29417 1.14032
H 0.49681 -5.39454 0.87916
H 0.44343 -5.04548 4.28122
H -0.95968 -5.56454 3.31105
H -1.00337 -4.03390 4.17695
H 2.15993 -2.24671 4.76562
H -2.33967 -4.88816 0.36958


The evaluated calculated total energy for the records listed, in turn: -123196.178 -102422.972 -96297.788 eV.